Formula: CH18O7
Source: the OMol25 dataset
Level of theory: ωB97M-V with the def2-TZVPD basis set

Values from the calculation:
Structure (SMILES): C.O.O.O.O.O.O.O
LUMO level (eV): 0.19
Energy above the lowest of the compared OMol25 structures with the same formula, charge and spin (kJ/mol): 318.14
Orbital gap (eV): 11.21
Energy (hartree): -575.48241
Highest occupied orbital energy (eV): -11.01

```
! RIJCOSX wB97M-V def2-TZVPD def2/J DEFGRID3
* xyz 0 1
C -2.0805 2.0153 -2.2924
H -1.6781 2.4603 -3.1880
H -1.3719 1.3409 -1.7512
H -2.9761 1.4690 -2.2630
H -2.5084 2.7554 -1.7017
O -1.1711 0.8310 1.1433
H -0.7981 0.1300 1.6572
H -0.8025 1.4992 1.7059
O 2.2386 1.0752 2.1251
H 2.3606 1.6484 2.8436
H 2.7437 1.1405 1.2485
O -3.3048 -1.9711 -0.0249
H -3.7797 -1.9890 0.8596
H -3.9142 -1.4186 -0.5448
O 3.1328 1.2151 -1.0728
H 3.1276 1.4910 -2.0565
H 3.3069 0.2697 -0.9173
O -0.9158 -2.5617 1.9401
H -1.7398 -2.0278 1.9592
H -1.1463 -3.1936 1.1318
O 2.8312 -2.1926 1.7345
H 2.9035 -1.1600 1.8683
H 1.9780 -2.3342 1.6271
O 1.4000 -0.3318 -2.2982
H 0.5023 -0.6385 -1.9133
H 1.6622 0.4777 -1.8200
*
```

The Mulliken scheme yields these atomic charges, measured in e:
1 C -1.050
2 H 0.260
3 H 0.156
4 H 0.285
5 H 0.335
6 O -0.551
7 H 0.272
8 H 0.294
9 O -0.617
10 H 0.275
11 H 0.353
12 O -0.621
13 H 0.318
14 H 0.300
15 O -0.761
16 H 0.328
17 H 0.370
18 O -0.619
19 H 0.281
20 H 0.343
21 O -0.626
22 H 0.322
23 H 0.291
24 O -0.671
25 H 0.314
26 H 0.417

=====

Formula: C8H10NOS
Source: the OMol25 dataset
Level of theory: ωB97M-V with the def2-TZVPD basis set

Values from the calculation:
LUMO level (eV): -6.49
Energy above the lowest of the compared OMol25 structures with the same formula, charge and spin (kJ/mol): 524.49
Orbital gap (eV): 5.24
Energy (hartree): -838.52434
Highest occupied orbital energy (eV): -11.72

```
! RIJCOSX wB97M-V def2-TZVPD def2/J DEFGRID3
* xyz 1 1
C 0.0958 -3.8166 -1.3875
C -1.5579 2.9636 0.8930
C -0.6989 3.0069 2.1023
C 1.8424 -1.9720 -0.7863
C 0.0384 -1.2158 -0.6435
C 0.3923 1.9325 0.0193
C 0.5734 -2.6045 -1.0405
C 1.2952 -0.6718 -0.5098
N -0.9468 1.9397 -0.0464
O 0.7135 -4.9474 -1.7545
S 0.9817 2.8086 1.3165
H -0.9679 -3.9383 -1.2394
H -2.6450 2.7587 1.0107
H -1.5549 4.0183 0.5449
H -0.6741 3.8601 2.8482
H -0.9516 2.0652 2.7200
H 2.8562 -2.1942 -0.9183
H -0.8209 -0.8163 -0.0720
H 1.7570 0.2549 -0.2854
H -1.3878 1.6009 -0.8958
H 1.6598 -5.0323 -1.8755
*
```

The Mulliken scheme yields these atomic charges, measured in e:
1 C 0.037
2 C -0.678
3 C -0.442
4 C -0.305
5 C -0.200
6 C -0.409
7 C -0.154
8 C -0.026
9 N -0.025
10 O -0.453
11 S -0.001
12 H 0.325
13 H 0.359
14 H 0.267
15 H 0.385
16 H 0.215
17 H 0.462
18 H 0.447
19 H 0.561
20 H 0.310
21 H 0.327

=====

Formula: C4H6N2
Source: the OMol25 dataset
Level of theory: ωB97M-V with the def2-TZVPD basis set

Values from the calculation:
Structure (SMILES): N#CCN1CC1
LUMO level (eV): 0.95
Energy above the lowest of the compared OMol25 structures with the same formula, charge and spin (kJ/mol): 196.69
Orbital gap (eV): 10.74
Energy (hartree): -265.46066
Highest occupied orbital energy (eV): -9.79

```
! RIJCOSX wB97M-V def2-TZVPD def2/J DEFGRID3
* xyz 0 1
N 2.2415 1.5130 -0.8917
C 1.7270 0.5379 -0.5407
C 1.0686 -0.7005 -0.0812
N -0.1629 -0.4861 0.6761
C -1.4076 -0.4023 -0.0670
C -0.8462 0.7955 0.6007
H 0.8675 -1.3342 -0.9537
H 1.7777 -1.2520 0.5479
H -2.2404 -0.9612 0.3528
H -1.3524 -0.4368 -1.1517
H -0.4281 1.5752 -0.0381
H -1.2447 1.1515 1.5466
*
```

The Mulliken scheme yields these atomic charges, measured in e:
1 N -0.395
2 C 0.351
3 C -0.419
4 N -0.271
5 C -0.329
6 C -0.455
7 H 0.275
8 H 0.257
9 H 0.231
10 H 0.265
11 H 0.265
12 H 0.224

=====

Formula: C2H2ClNO
Source: the OMol25 dataset
Level of theory: ωB97M-V with the def2-TZVPD basis set

Values from the calculation:
LUMO level (spin up / spin down) (eV): -1.50 / -1.50
Energy above the lowest of the compared OMol25 structures with the same formula, charge and spin (kJ/mol): 675.85
Orbital gap (spin up / spin down) (eV): 8.15 / 8.15
Energy (hartree): -667.30777
Highest occupied orbital energy (spin up / spin down) (eV): -9.66 / -9.66

```
! RIJCOSX wB97M-V def2-TZVPD def2/J DEFGRID3
* xyz 0 1
C 1.5670 0.2049 0.1478
C 0.4431 0.8774 -0.1575
N -0.6191 0.1814 0.0119
O 0.4916 -0.7437 -0.1332
Cl -4.2031 0.0044 0.0091
H 2.5254 0.1058 -0.3183
H -2.9309 -0.0712 0.1260
*
```

The Mulliken scheme yields these atomic charges, measured in e:
1 C -0.262
2 C 0.310
3 N -0.281
4 O -0.048
5 Cl -0.268
6 H 0.231
7 H 0.317

=====

Formula: C32H30F4N7STl
Source: the OMol25 dataset
Level of theory: ωB97M-V with the def2-TZVPD basis set

Values from the calculation:
LUMO level (spin up / spin down) (eV): -2.03 / -2.30
Energy above the lowest of the compared OMol25 structures with the same formula, charge and spin (kJ/mol): 0.00
Orbital gap (spin up / spin down) (eV): 5.34 / 5.58
Energy (hartree): -2590.78464
Highest occupied orbital energy (spin up / spin down) (eV): -7.36 / -7.88

```
! RIJCOSX wB97M-V def2-TZVPD def2/J DEFGRID3
* xyz 0 1
Tl -1.1671 1.5675 -0.3682
C -0.4245 -4.4136 -1.0849
N -0.3434 -3.3136 -0.1360
C -1.0590 -2.1915 -0.1995
N -1.8905 -2.0471 -1.2490
S -0.8816 -1.0046 1.0015
H 0.2862 -5.1767 -0.7812
H -0.1589 -4.0765 -2.0895
H -1.4235 -4.8498 -1.1077
H 0.2731 -3.3832 0.6555
H -2.2114 -2.8708 -1.7446
H -2.5698 -1.3084 -1.1686
C 0.1736 3.5537 4.3881
C 1.2339 2.9106 3.5366
C 2.5351 2.7325 4.0070
C 3.5246 2.1246 3.2249
C 4.9215 1.9491 3.7605
C 3.2106 1.6826 1.9592
C 1.8947 1.8325 1.4274
C 0.9342 2.4698 2.2656
N 1.4467 1.4327 0.2279
C 2.2698 0.7192 -0.7503
C 3.4452 1.5755 -1.2676
C 4.2241 0.8034 -2.3391
C 4.7328 -0.5183 -1.7532
C 3.5476 -1.3806 -1.3057
C 2.6329 -1.6592 -2.5001
C 2.1269 -0.3296 -3.0633
C 3.3130 0.5141 -3.5332
C 1.3723 0.4243 -1.9658
C 2.7628 -0.6433 -0.2163
H 0.5746 3.8582 5.3537
H -0.6545 2.8648 4.5567
H -0.2396 4.4343 3.8956
H 2.7881 3.0727 5.0049
H 5.0161 2.3667 4.7615
H 5.6506 2.4450 3.1182
H 5.1899 0.8928 3.8100
H 3.9893 1.2166 1.3789
H -0.0794 2.5957 1.9074
H 4.1185 1.8640 -0.4626
H 3.0393 2.5019 -1.6859
H 5.0725 1.4118 -2.6620
H 5.3943 -0.3229 -0.9028
H 5.3225 -1.0535 -2.5029
H 3.9166 -2.3245 -0.8951
H 1.7859 -2.2779 -2.1838
H 3.1743 -2.2127 -3.2726
H 1.4465 -0.5138 -3.8985
H 2.9588 1.4518 -3.9713
H 3.8678 -0.0188 -4.3107
H 0.5214 -0.1839 -1.6371
H 0.9927 1.3712 -2.3666
H 3.3891 -0.5230 0.6658
H 1.8855 -1.2187 0.0925
F -3.8471 -0.4492 2.1592
C -4.6433 -0.4397 1.0887
C -4.8336 -1.6017 0.4072
F -4.1829 -2.6944 0.8263
C -5.7426 -1.7167 -0.6810
C -6.5183 -0.5497 -0.9109
C -6.3121 0.6198 -0.2408
F -7.0162 1.6892 -0.6117
C -5.3075 0.7685 0.7474
C -4.9248 2.0064 1.3096
C -3.6108 2.1570 1.8050
N -2.4979 2.3078 2.0839
C -5.6959 3.1977 1.2382
N -6.2766 4.1923 1.2115
F -7.4150 -0.5581 -1.8962
C -5.8274 -2.8764 -1.4783
C -4.7596 -3.8089 -1.5126
N -3.8588 -4.5239 -1.6135
C -6.8767 -3.1352 -2.4017
N -7.7056 -3.4078 -3.1538
*
```

The Mulliken scheme yields these atomic charges, measured in e:
1 Tl 0.621
2 C -1.177
3 N -0.047
4 C 0.128
5 N -0.201
6 S -0.240
7 H 0.334
8 H 0.324
9 H 0.442
10 H 0.315
11 H 0.204
12 H 0.128
13 C -1.460
14 C -0.174
15 C -0.718
16 C -0.487
17 C -1.675
18 C 0.225
19 C 0.966
20 C 0.030
21 N -0.334
22 C 1.948
23 C -1.111
24 C 0.483
25 C -1.342
26 C 0.413
27 C -1.080
28 C 0.363
29 C -1.700
30 C -2.060
31 C -0.834
32 H 0.398
33 H 0.304
34 H 0.338
35 H 0.293
36 H 0.394
37 H 0.351
38 H 0.353
39 H 0.816
40 H 0.131
41 H 0.427
42 H 0.423
43 H 0.269
44 H 0.523
45 H 0.501
46 H 0.363
47 H -0.082
48 H 0.588
49 H 0.402
50 H 0.482
51 H 0.528
52 H -0.121
53 H 0.551
54 H 0.762
55 H -0.394
56 F -0.417
57 C 0.763
58 C 0.391
59 F -0.467
60 C 0.497
61 C 0.013
62 C 0.080
63 F -0.336
64 C 0.476
65 C 0.177
66 C 0.107
67 N -0.580
68 C -0.017
69 N -0.539
70 F -0.328
71 C 0.234
72 C 0.158
73 N -0.560
74 C 0.000
75 N -0.539

=====

Formula: C39H41ClMgN3O4PS
Source: the OMol25 dataset
Level of theory: ωB97M-V with the def2-TZVPD basis set

Values from the calculation:
LUMO level (eV): -0.66
Energy above the lowest of the compared OMol25 structures with the same formula, charge and spin (kJ/mol): 58.56
Orbital gap (eV): 6.79
Energy (hartree): -3375.96646
Highest occupied orbital energy (eV): -7.45

```
! RIJCOSX wB97M-V def2-TZVPD def2/J DEFGRID3
* xyz 0 1
Mg -0.4397 2.4955 0.9352
Cl -7.3898 0.8994 2.0681
C -5.8230 1.6205 1.8952
C -5.6591 3.0368 1.9333
C -4.4270 3.6196 1.7505
C -3.2373 2.8031 1.6387
O -2.0941 3.3454 1.6295
C -3.4228 1.3926 1.7080
C -2.3318 0.5521 2.0266
N -1.0665 0.8570 2.0043
C -0.1366 0.0006 2.6228
C -0.3446 -1.2560 3.1153
C 0.6788 -1.9198 3.8325
C 1.9145 -1.3502 3.9753
C 2.2201 -0.1018 3.3985
C 3.5021 0.4971 3.4319
C 3.7251 1.6297 2.7155
C 2.6357 2.1888 2.0029
N 1.4054 1.7453 2.0372
C 1.1847 0.5791 2.7232
C -4.7075 0.8159 1.8182
H -6.5255 3.6851 2.0234
H -4.2580 4.6972 1.7927
H -2.6450 -0.4007 2.4705
H -1.2620 -1.8081 2.9571
H 0.5924 -2.9099 4.2672
H 2.6839 -1.8172 4.5758
H 4.2946 -0.0021 3.9777
H 4.7134 2.0554 2.6210
H 2.8303 3.0626 1.3970
H -4.7392 -0.2621 1.8950
C 5.9302 -1.8901 1.1410
C 4.6877 -2.2732 0.2680
C 3.7039 -2.9890 1.2097
C 5.1323 -3.3921 -0.7118
C 4.1260 -1.0592 -0.4688
C 4.9250 -0.5397 -1.4996
C 4.6001 0.5284 -2.2687
C 3.3484 1.1117 -2.0541
S 2.5346 2.3377 -2.9693
C 1.1674 2.1956 -1.8976
N 1.2908 1.3508 -0.9176
C 2.5110 0.6734 -0.9964
C 2.9186 -0.4165 -0.1719
C 0.0097 3.1239 -2.1092
C -0.4074 3.5119 -3.3812
C -1.5367 4.3304 -3.5076
C -2.1797 4.8001 -2.3939
C -1.7321 4.4038 -1.1142
C -0.6945 3.5147 -0.9421
H 6.2517 -2.7317 1.7474
H 5.6153 -1.1531 1.8585
H 6.7809 -1.5421 0.6028
H 4.1595 -3.8597 1.6376
H 2.8154 -3.3142 0.6704
H 3.4004 -2.3615 2.0458
H 5.5971 -4.1840 -0.1147
H 5.8202 -3.0231 -1.4529
H 4.2487 -3.8140 -1.2192
H 5.8871 -0.9697 -1.6215
H 5.2724 0.8936 -3.0174
H 2.2568 -0.7682 0.5887
H 0.1311 3.1282 -4.2352
H -1.8712 4.6206 -4.4975
H -3.0509 5.4489 -2.5073
H -2.2865 4.7892 -0.2663
C -0.2606 -1.6563 -3.8982
C -0.8443 -2.8559 -3.1554
O -1.9715 -2.5317 -2.3248
P -1.6252 -1.7596 -0.8969
O -1.8579 -0.1849 -1.2299
C -3.1045 0.5183 -1.5104
C -3.0349 1.1762 -2.8422
O -3.0630 -2.0549 -0.1640
C -3.3682 -3.3569 0.3203
C -4.8493 -3.4845 0.5431
H 0.7035 -1.9652 -4.2962
H -0.0959 -0.8610 -3.1766
H -0.8757 -1.3247 -4.7074
H -0.0511 -3.2328 -2.4877
H -1.1796 -3.6647 -3.7994
H -3.2431 1.2821 -0.7239
H -3.9329 -0.1650 -1.4574
H -2.1141 1.7685 -2.9657
H -3.8610 1.8886 -2.9237
H -3.1318 0.4366 -3.6180
H -2.8521 -3.5005 1.2751
H -3.0075 -4.0817 -0.4216
H -5.1842 -2.8611 1.3602
H -5.0170 -4.5219 0.7735
H -5.4128 -3.2400 -0.3468
*
```

The Mulliken scheme yields these atomic charges, measured in e:
1 Mg 0.880
2 Cl -0.251
3 C -0.191
4 C -0.425
5 C -0.787
6 C 1.201
7 O -1.001
8 C -0.280
9 C 0.257
10 N 0.554
11 C 1.055
12 C -0.503
13 C -1.311
14 C -0.485
15 C 1.060
16 C -0.744
17 C -0.860
18 C -0.024
19 N -0.176
20 C -0.561
21 C -0.572
22 H 0.386
23 H 0.464
24 H -0.026
25 H 0.252
26 H 0.376
27 H 0.456
28 H 0.451
29 H 0.420
30 H 0.519
31 H 0.336
32 C -1.615
33 C 1.970
34 C -1.893
35 C -1.738
36 C 0.024
37 C -0.763
38 C -1.432
39 C 0.868
40 S -0.361
41 C 0.177
42 N 0.622
43 C -1.959
44 C 0.570
45 C 0.574
46 C -0.595
47 C -0.556
48 C -0.731
49 C 0.006
50 C -0.695
51 H 0.445
52 H 0.257
53 H 0.384
54 H 0.554
55 H 0.383
56 H 0.249
57 H 0.457
58 H 0.348
59 H 0.393
60 H 0.469
61 H 0.446
62 H 1.078
63 H 0.419
64 H 0.350
65 H 0.374
66 H 0.482
67 C -0.612
68 C -0.438
69 O -0.380
70 P 0.003
71 O 0.086
72 C 0.645
73 C -1.318
74 O -0.159
75 C -0.222
76 C -1.356
77 H 0.392
78 H -0.087
79 H 0.300
80 H 0.323
81 H 0.323
82 H -0.367
83 H 0.390
84 H -0.007
85 H 0.439
86 H 0.429
87 H 0.213
88 H 0.337
89 H 0.274
90 H 0.431
91 H 0.330

=====

What did the third record say?
Formula: C4H6N2
Source: the OMol25 dataset
Level of theory: ωB97M-V with the def2-TZVPD basis set

Values from the calculation:
Structure (SMILES): N#CCN1CC1
LUMO level (eV): 0.95
Energy above the lowest of the compared OMol25 structures with the same formula, charge and spin (kJ/mol): 196.69
Orbital gap (eV): 10.74
Energy (hartree): -265.46066
Highest occupied orbital energy (eV): -9.79

```
! RIJCOSX wB97M-V def2-TZVPD def2/J DEFGRID3
* xyz 0 1
N 2.2415 1.5130 -0.8917
C 1.7270 0.5379 -0.5407
C 1.0686 -0.7005 -0.0812
N -0.1629 -0.4861 0.6761
C -1.4076 -0.4023 -0.0670
C -0.8462 0.7955 0.6007
H 0.8675 -1.3342 -0.9537
H 1.7777 -1.2520 0.5479
H -2.2404 -0.9612 0.3528
H -1.3524 -0.4368 -1.1517
H -0.4281 1.5752 -0.0381
H -1.2447 1.1515 1.5466
*
```

The Mulliken scheme yields these atomic charges, measured in e:
1 N -0.395
2 C 0.351
3 C -0.419
4 N -0.271
5 C -0.329
6 C -0.455
7 H 0.275
8 H 0.257
9 H 0.231
10 H 0.265
11 H 0.265
12 H 0.224

=====

Q: Among the records above, which one has the lowest energy?
A: C39H41ClMgN3O4PS

=====

Q: Look up the energy of the sixth one.
A: -3375.96646 hartree